No. 1
Molecular formula: C13H13N5O3S2
Method: DFT, wB97M-V/def2-TZVPD

Element x y z (Å)
N1 -1.915 0.494 -5.437
N2 1.539 1.463 -0.067
N3 -2.492 0.547 -6.630
N4 0.325 -0.282 -0.693
O1 1.098 1.700 -1.393
O2 1.919 -2.342 5.244
O3 2.292 1.559 2.624
S1 -3.788 2.224 -5.203
S2 -1.879 1.420 -2.860
C1 -2.443 1.280 -4.537
C2 1.097 0.273 0.307
C3 -3.497 1.341 -6.677
C4 0.368 0.593 -1.677
C5 1.036 -2.382 2.951
C6 2.071 -0.448 3.879
C7 0.815 -1.678 1.780
C8 1.680 -1.760 4.028
C9 1.897 0.261 2.691
C10 1.260 -0.361 1.620
N5 -4.152 1.582 -7.876
C11 1.077 -3.434 5.630
C12 1.298 2.431 3.160
C13 -0.352 0.389 -2.942
H1 0.763 -3.417 3.007
H2 2.557 0.054 4.704
H3 0.323 -2.185 0.939
H4 -3.658 1.255 -8.722
H5 -4.697 2.435 -8.003
H6 0.015 -3.171 5.512
H7 1.241 -4.322 4.992
H8 1.296 -3.653 6.692
H9 1.671 3.470 2.990
H10 0.372 2.319 2.607
H11 1.112 2.300 4.241
H12 0.291 0.703 -3.766
H13 -0.542 -0.660 -3.115

Summary:
Kohn-Sham gap   8.80 eV
LUMO energy   0.35 eV
Max |F|   0.0508 Eh/bohr
Energy   -1798.97686 Ha
Energy relative to the best compared isomer or geometry (same formula, charge and spin)   3.589 eV
Structure (SMILES)   COc1ccc(-c2noc(CSc3nnc(N)s3)n2)c(OC)c1

Here are the natural (NBO) charges for atoms 1 to 6, given in e: number 1, N, carries -0.28; number 2, N, carries -0.14; number 3, N, carries -0.32; number 4, N, carries -0.50; number 5, O, carries -0.28; number 6, O, carries -0.50

No. 2
Molecular formula: C13H13N5OS
Method: DFT, wB97M-V/def2-TZVPD

Element x y z (Å)
O1 -2.982 0.541 -0.270
N1 3.834 -1.096 -1.224
N2 3.323 -2.190 -1.805
S1 2.648 -0.375 -0.178
C1 -2.028 -0.260 -0.304
C2 1.502 -3.819 -1.872
C3 -0.817 3.084 3.431
C4 2.078 -2.535 -1.523
C5 -0.687 1.173 2.175
C6 0.007 1.980 2.964
C7 -2.009 2.850 2.823
C8 -0.037 0.173 1.328
C9 -0.660 -0.268 0.122
C10 1.429 -1.520 -0.709
C11 0.029 -1.302 -0.689
N3 -1.981 1.707 2.086
N4 -2.134 -1.194 -1.327
N5 -0.892 -1.931 -1.524
C12 1.500 1.903 3.297
C13 -3.206 3.671 2.696
H1 0.559 -4.164 -1.398
H2 1.914 -4.518 -2.522
H3 -0.364 3.774 4.100
H4 0.872 -0.222 1.664
H5 -2.706 1.440 1.446
H6 -2.912 -1.065 -2.039
H7 -0.633 -2.329 -2.467
H8 1.728 0.905 3.608
H9 2.147 2.378 2.555
H10 1.611 2.481 4.265
H11 -2.657 4.580 2.375
H12 -3.967 3.468 1.855
H13 -3.723 3.822 3.627

Summary:
Kohn-Sham gap   5.59 eV
LUMO energy   -1.33 eV
Max |F|   0.1191 Eh/bohr
Energy   -1250.20870 Ha
Energy relative to the best compared isomer or geometry (same formula, charge and spin)   5.590 eV
Structure (SMILES)   C=c1nns/c1=c1/[nH][nH]c(=O)/c1=C\c1[nH]c(C)cc1C

Here are the natural (NBO) charges for atoms 1 to 6, given in e: number 1, O, carries -0.65; number 2, N, carries -0.26; number 3, N, carries -0.19; number 4, S, carries 0.47; number 5, C, carries 0.61; number 6, C, carries -0.45

Look up the Kohn-Sham gap of the second one. 5.59 eV

Which of these has the lowest energy? C13H13N5O3S2